12 unconnected molecules or ions with the total composition C48H69F27O27 in a non-equilibrium geometry, computed with ωB97M-V/def2-TZVPD.

The geometry in XYZ format:
```
171
C48H69F27O27 (ωB97M-V/def2-TZVPD)
C 1.912 -26.838 25.845
C 3.456 -26.996 25.900
O 4.080 -26.236 24.932
C 5.449 -26.240 24.891
O 6.202 -26.831 25.635
O 5.823 -25.453 23.832
C 7.202 -25.478 23.432
H 1.559 -27.031 24.832
H 1.672 -25.817 26.140
H 1.443 -27.514 26.560
H 3.833 -28.019 25.929
H 3.803 -26.573 26.842
H 7.402 -24.705 22.690
H 7.272 -26.437 22.919
H 7.979 -25.378 24.190
C 14.068 -28.331 27.885
C 14.647 -29.468 26.943
O 15.992 -29.257 26.502
C 17.035 -29.400 27.347
O 16.888 -29.771 28.501
O 18.207 -29.101 26.778
C 19.307 -29.005 27.563
H 14.060 -27.357 27.396
H 14.689 -28.275 28.779
H 13.067 -28.632 28.193
H 14.094 -29.581 26.010
H 14.590 -30.349 27.582
H 19.026 -28.416 28.436
H 20.104 -28.475 27.041
H 19.591 -30.000 27.903
C 9.381 -24.357 26.583
C 9.056 -25.846 26.664
O 10.157 -26.689 26.481
C 10.747 -26.846 25.279
O 10.205 -26.454 24.193
O 11.934 -27.527 25.426
C 12.855 -27.557 24.386
H 9.965 -24.057 27.453
H 8.427 -23.838 26.492
H 9.914 -24.260 25.637
H 8.227 -25.927 25.961
H 8.518 -26.038 27.593
H 12.504 -28.094 23.505
H 13.776 -28.048 24.702
H 13.126 -26.551 24.064
C 7.914 -29.879 24.287
C 9.449 -29.773 24.082
O 9.780 -30.752 23.076
C 11.065 -31.024 22.744
O 12.030 -30.348 23.183
C 11.257 -32.220 21.778
F 11.937 -33.163 22.423
F 10.014 -32.682 21.417
F 11.909 -31.808 20.701
H 7.649 -29.267 25.149
H 7.471 -30.870 24.389
H 7.372 -29.512 23.416
H 10.043 -29.949 24.979
H 9.719 -28.771 23.747
C 9.517 -20.205 26.408
C 10.510 -20.882 25.421
O 9.820 -21.043 24.236
C 10.350 -21.844 23.329
O 11.451 -22.436 23.347
C 9.429 -21.934 22.114
F 8.417 -21.037 22.066
F 10.133 -21.741 21.016
F 8.956 -23.187 22.086
H 9.162 -19.217 26.114
H 9.985 -19.938 27.356
H 8.695 -20.904 26.564
H 10.825 -21.855 25.799
H 11.394 -20.267 25.254
C 13.762 -29.007 19.948
C 15.186 -29.685 20.107
O 16.122 -28.638 20.328
C 16.438 -28.208 21.568
O 15.845 -28.531 22.618
C 17.604 -27.175 21.620
F 18.171 -27.089 20.410
F 17.139 -26.002 22.013
F 18.495 -27.540 22.579
H 12.965 -29.751 19.980
H 13.878 -28.517 18.981
H 13.643 -28.326 20.790
H 15.368 -30.238 19.186
H 15.219 -30.352 20.969
C 1.923 -26.536 29.764
C 2.227 -25.074 29.446
O 3.556 -24.887 28.985
C 4.642 -24.906 29.730
O 4.675 -25.072 30.923
C 5.947 -24.838 28.902
F 6.661 -25.984 28.980
F 5.685 -24.617 27.622
F 6.651 -23.818 29.332
H 2.812 -26.944 30.246
H 1.642 -27.018 28.828
H 1.061 -26.410 30.419
H 2.229 -24.483 30.362
H 1.566 -24.596 28.723
C 5.718 -28.311 33.246
C 5.099 -28.402 31.849
O 6.095 -28.412 30.876
C 5.858 -28.709 29.613
O 4.749 -28.852 29.105
C 7.116 -29.036 28.750
F 8.276 -28.790 29.343
F 7.091 -30.385 28.498
F 6.981 -28.581 27.513
H 6.468 -29.094 33.364
H 4.917 -28.570 33.938
H 6.255 -27.370 33.365
H 4.410 -27.562 31.757
H 4.604 -29.356 31.670
C 13.206 -25.451 21.044
C 11.954 -24.742 20.468
O 10.991 -25.802 20.282
C 9.809 -25.493 19.653
O 9.648 -24.494 18.900
C 8.715 -26.578 19.771
F 7.743 -25.988 20.425
F 8.370 -26.966 18.534
F 9.265 -27.628 20.327
H 13.031 -25.798 22.062
H 13.859 -24.611 21.278
H 13.669 -26.154 20.352
H 12.174 -24.302 19.495
H 11.604 -23.937 21.114
C 2.145 -21.946 27.649
C 3.593 -21.668 27.885
O 4.237 -21.953 26.676
C 5.480 -21.546 26.484
O 6.247 -20.918 27.255
C 6.002 -21.906 25.074
F 4.988 -22.286 24.249
F 6.594 -20.782 24.591
F 6.971 -22.897 25.121
H 1.845 -22.414 26.711
H 1.679 -20.963 27.584
H 1.679 -22.541 28.435
H 3.993 -22.297 28.680
H 3.779 -20.634 28.177
C 13.700 -19.807 27.228
C 13.673 -21.333 27.377
O 14.359 -21.939 26.262
C 14.238 -23.325 26.020
O 13.572 -24.069 26.744
C 14.915 -23.794 24.723
F 13.894 -24.171 23.975
F 15.673 -22.903 24.160
F 15.643 -24.882 25.000
H 14.747 -19.528 27.351
H 13.100 -19.306 27.987
H 13.358 -19.453 26.255
H 12.645 -21.679 27.485
H 14.094 -21.749 28.293
C 13.342 -27.123 33.003
C 12.411 -25.936 33.393
O 11.270 -25.908 32.536
C 10.431 -24.853 32.611
O 10.469 -23.984 33.488
C 9.374 -24.745 31.501
F 8.439 -23.809 31.609
F 10.011 -24.518 30.375
F 8.832 -25.960 31.341
H 13.993 -26.761 32.207
H 12.725 -27.956 32.663
H 13.988 -27.548 33.771
H 13.032 -25.044 33.317
H 12.082 -25.962 34.432
```

E_HOMO in eV: -10.363
Calculated total energy in eV: -179548.8091
SMILES: CCOC(=O)C(F)(F)F.CCOC(=O)C(F)(F)F.CCOC(=O)C(F)(F)F.CCOC(=O)C(F)(F)F.CCOC(=O)C(F)(F)F.CCOC(=O)C(F)(F)F.CCOC(=O)C(F)(F)F.CCOC(=O)C(F)(F)F.CCOC(=O)C(F)(F)F.CCOC(=O)OC.CCOC(=O)OC.CCOC(=O)OC
Strongest force on any atom in eV/A: 4.976
Total charge: 0
2S+1: 1
Energy relative to the best compared isomer or geometry (same formula, charge and spin) in kcal per mole: 112.7
Kohn-Sham gap in eV: 10.68